DFT (the ωB97M-V functional and the def2-TZVPD basis) results for a structure of composition C7H13N in a non-equilibrium geometry.

**Calculated total energy**: -329.1006 Eh
**E_HOMO**: -0.307 Ha
**ΔE to the lowest compared entry with this formula, charge and spin**: 107.2 kcal/mol
**LUMO level**: 1.07 eV

Geometry as ORCA input:
```
! wB97M-V def2-TZVPD RIJCOSX def2/J DEFGRID3
* xyz 0 1
C -1.5990 -0.1489 -0.0128
C -0.1878 -0.5592 -0.1372
C 0.2141 -0.1572 -1.5440
C 0.4049 1.4455 -1.4913
C 0.7515 0.4826 0.6193
C 0.5834 -0.3501 1.9418
C 0.2941 -1.5655 0.8480
H -2.3261 -0.7268 -0.9874
H -1.7629 0.9764 -0.1343
H -2.0510 -0.8105 0.9675
H -0.4696 -0.6188 -2.3691
H 1.1358 -0.5879 -1.6600
H 1.1862 1.9301 -2.0669
H -0.5161 1.6764 -1.9349
H -0.2983 2.1797 0.5017
H 1.7296 0.2291 0.3367
H -0.1038 -0.1982 2.7499
H 1.4817 -0.4990 2.5647
H 1.2650 -1.9339 0.5798
H -0.1971 -2.5231 1.1588
N 0.4655 1.7596 0.0696
*
```